C30H32BrN7O2SSeV | ωB97M-V/def2-TZVPD

XYZ file:
```
75
Properties=species:S:1:pos:R:3:mulliken_spin:R:1
V -0.3528 -0.1444 -0.3559 1.9851
O 3.3414 -1.9912 -3.9176 0.0002
C 2.3735 -1.2058 -4.4911 -0.0044
C 2.5917 -0.7835 -5.7953 0.0001
C 1.6649 0.0271 -6.4246 0.0002
C 0.5024 0.4045 -5.7661 0.0015
C 0.2825 -0.0259 -4.4699 0.0015
C 1.2217 -0.8114 -3.8124 -0.0051
C 0.9967 -1.2883 -2.3894 0.0043
O -0.2354 -0.9732 -1.8664 -0.0298
N 2.0459 -0.7804 -1.4751 0.0041
N 1.5780 -0.1601 -0.3789 -0.0795
C 2.3738 0.3532 0.4922 0.0793
C 1.9038 0.8879 1.7456 -0.0088
Br -0.0213 0.9973 1.8522 0.0123
C 2.6872 1.1829 2.7879 0.0337
C 2.3527 1.6404 4.1348 -0.0004
C 3.1207 1.1487 5.1959 0.0077
C 2.8470 1.5172 6.5001 -0.0031
C 1.8223 2.4138 6.7707 0.0060
C 1.0777 2.9378 5.7245 -0.0025
C 1.3368 2.5569 4.4185 0.0064
H 3.0130 -2.4290 -3.1257 -0.0008
H 3.4921 -1.1101 -6.2992 0.0000
H 1.8491 0.3567 -7.4386 0.0000
H -0.2276 1.0349 -6.2556 0.0000
H -0.6296 0.2319 -3.9521 -0.0010
H 1.0871 -2.3895 -2.3850 -0.0096
H 2.9282 -0.4792 -1.8659 -0.0026
H 3.4488 0.3500 0.3295 -0.0046
H 3.7444 0.9910 2.6212 0.0012
H 3.9296 0.4569 4.9919 -0.0001
H 3.4396 1.1093 7.3082 0.0000
H 1.6203 2.7180 7.7889 0.0003
H 0.2926 3.6557 5.9231 -0.0001
H 0.7772 3.0168 3.6163 -0.0002
Se -0.4247 1.9001 -1.6177 0.0043
C -0.5224 3.4442 -0.4844 0.0014
C -1.7444 3.8790 0.0208 -0.0042
C -1.8098 5.0390 0.7798 0.0053
C -0.6589 5.7698 1.0371 -0.0056
C 0.5611 5.3367 0.5376 0.0065
C 0.6315 4.1768 -0.2215 -0.0022
H -2.6410 3.3150 -0.2051 -0.0012
H -2.7649 5.3822 1.1582 0.0002
H -0.7129 6.6821 1.6170 -0.0004
H 1.4597 5.9087 0.7316 0.0001
H 1.5780 3.8392 -0.6240 -0.0009
C -5.6072 -1.5565 -1.2023 -0.0009
N -4.4676 -0.8438 -0.6569 0.0022
C -4.5149 0.0942 0.3394 0.0021
C -3.2268 0.4745 0.5659 0.0352
N -2.3950 -0.2254 -0.2757 -0.0706
C -3.1754 -1.0092 -0.9925 0.0479
H -6.3710 -0.8551 -1.5315 0.0000
H -6.0376 -2.2146 -0.4487 0.0004
H -5.2890 -2.1526 -2.0535 0.0001
H -5.4357 0.4247 0.7881 0.0001
H -2.8626 1.2279 1.2449 -0.0041
H -2.8324 -1.6602 -1.7808 0.0015
C 0.2091 -5.7737 -1.6050 -0.0001
C 0.9920 -5.1903 -0.4207 0.0002
C 0.2334 -4.1072 0.2642 0.0033
N 0.4894 -2.8557 0.1881 0.0014
N -0.3814 -2.0508 0.8741 -0.0110
C -1.3091 -2.7281 1.5019 -0.0064
N -2.2933 -2.1698 2.2406 0.0039
S -1.1816 -4.4440 1.2585 -0.0006
H 0.7844 -6.5687 -2.0760 0.0001
H 0.0055 -5.0030 -2.3492 0.0000
H -0.7415 -6.1904 -1.2702 0.0000
H 1.9384 -4.7704 -0.7596 0.0000
H 1.2104 -5.9828 0.2976 0.0000
H -2.1713 -1.2065 2.5066 0.0012
H -2.7964 -2.7519 2.8868 -0.0005
```

Computed properties:
Multiplicity = 3
Energy above the lowest of the compared OMol25 structures with the same formula, charge and spin = 39.8 kcal per mole
Lowest unoccupied orbital energy (alpha / beta) = -2.64 / -2.90 eV
⟨S²⟩ = 2.028
HOMO-LUMO gap (alpha / beta) = 6.959 / 6.981 eV
Charge = +1